<one>
{"formula": "C23H22N4O", "method": "ωB97M-V/def2-TZVPD", "species": ["H", "C", "C", "N", "C", "H", "H", "H", "O", "H", "H", "H", "H", "C", "H", "H", "C", "H", "H", "H", "C", "C", "C", "H", "H", "H", "N", "H", "C", "C", "C", "C", "C", "H", "C", "C", "C", "C", "C", "H", "C", "C", "C", "H", "C", "H", "N", "H", "N", "C"], "coordinates": [[-5.6729, -1.6341, 1.1070], [-0.1394, 1.9371, 0.2910], [5.2269, -0.5153, 0.9127], [-4.3773, 1.3364, 0.2483], [5.8044, 1.1490, -1.2223], [-4.0910, -3.6134, 0.4350], [6.0281, 1.7979, -2.0567], [-1.8276, 0.9891, 1.1981], [-4.6234, 3.5430, 0.4922], [5.0231, -1.1468, 1.7647], [2.3054, -1.0835, 2.4831], [1.3933, -1.6090, 1.0616], [1.3636, 3.1121, -0.6669], [6.8311, 0.4891, -0.5650], [-0.1001, -4.4676, -0.7916], [7.8548, 0.6213, -0.8828], [-1.9435, 3.8492, -0.6125], [-5.3897, 1.2668, 0.3711], [7.3323, -0.8473, 1.0291], [3.0823, -2.0707, 1.2368], [-3.1558, -3.2700, 0.0195], [-0.5918, 3.9837, -0.8793], [2.7904, -0.0207, 0.6722], [-5.6591, -2.2502, -0.5515], [-2.2699, -5.2101, 0.1157], [0.2253, -2.0945, -1.4013], [2.0015, 0.9424, 0.3731], [0.3019, 0.1658, 1.2203], [2.3707, -1.2693, 1.4098], [4.1846, 0.1374, 0.2549], [-2.4013, 2.7493, 0.1108], [0.3111, 3.0310, -0.4489], [-2.1224, -4.1739, -0.1519], [-1.6182, -0.4824, -1.0924], [-4.0380, -0.9306, -0.0911], [-0.9034, -3.7581, -0.6593], [4.4967, 0.9770, -0.8169], [6.5362, -0.3380, 0.5051], [-2.9829, -1.9275, -0.3136], [-2.6570, 4.5776, -0.9643], [-1.4939, 1.8182, 0.5944], [-1.7488, -1.5200, -0.8282], [-3.8645, 2.6121, 0.3142], [3.6906, 1.4826, -1.3244], [-5.4665, -1.3779, 0.0671], [-0.2395, 4.8363, -1.4406], [-3.6189, 0.2717, -0.0171], [-6.1553, -0.5891, -0.2327], [0.7189, 0.9495, 0.7215], [-0.7211, -2.4256, -0.9979]], "lowdin_charge": [0.09, -0.23, -0.04, 0.08, -0.08, 0.10, 0.10, 0.11, 0.08, 0.10, 0.09, 0.06, 0.10, -0.09, 0.10, 0.10, -0.03, 0.15, 0.10, 0.07, -0.04, -0.07, -0.28, 0.08, 0.10, 0.10, 0.09, 0.13, -0.02, -0.18, -0.14, -0.02, -0.08, 0.10, -0.27, -0.09, -0.03, -0.09, -0.17, 0.11, 0.01, -0.03, -0.41, 0.10, -0.02, 0.10, 0.06, 0.07, 0.01, -0.09], "orbital_gap_ev": 7.914, "smiles": "C/C(=N\\NC(=O)c1cccc(N/N=C(\\C)c2ccccc2)c1)c1ccccc1", "charge": 0}

<two>
{"formula": "C23H22N4O", "method": "ωB97M-V/def2-TZVPD", "species": ["C", "H", "C", "C", "C", "H", "H", "C", "H", "H", "H", "C", "H", "C", "N", "H", "C", "H", "H", "H", "O", "C", "C", "H", "C", "H", "H", "H", "C", "C", "C", "H", "H", "N", "C", "N", "H", "C", "C", "H", "H", "C", "H", "C", "C", "C", "C", "H", "C", "N"], "coordinates": [[1.0936, -0.9067, -1.2400], [7.2983, 1.4219, 1.4295], [-5.3654, -0.1302, 0.4597], [-5.6613, 0.2063, 1.7826], [5.9121, -2.0900, 0.3992], [-1.8209, -0.6433, -2.3708], [2.0262, -1.4356, -1.0609], [-6.9567, 0.4780, 2.1777], [8.6661, -0.6319, 1.7323], [-1.9072, 1.3732, -0.5767], [5.5221, -3.0536, 0.1125], [-7.7135, 0.0900, -0.0595], [-3.2710, -0.3222, 0.9162], [4.5949, 1.2459, 0.2860], [-1.1974, -0.5632, -0.3268], [-4.1685, -0.8809, -1.9426], [-3.9819, -0.4104, 0.1052], [-0.2814, 1.0507, -2.4384], [0.7180, -1.1813, -2.2328], [-8.5154, 0.0441, -0.7824], [3.9009, -0.8629, -0.2765], [2.3725, 1.1133, -0.6432], [7.6738, -0.6964, 1.3116], [-0.5996, 1.1807, 0.6076], [-6.4184, -0.1819, -0.4553], [7.7892, -2.8217, 1.0851], [0.4559, -1.0167, 0.8151], [-9.0039, 0.6321, 1.5631], [-3.5148, -0.7601, -1.0902], [-7.9899, 0.4205, 1.2573], [-2.0702, -1.0518, -1.3764], [3.2611, 4.1523, 0.1206], [-7.1631, 0.7357, 3.2065], [2.3323, 2.4453, -0.4805], [-0.9615, 0.8680, -0.3771], [1.3054, 0.5214, -1.2176], [-1.9512, -2.1397, -1.4428], [0.0500, -1.2772, -0.1688], [3.3746, 3.0800, 0.0252], [-4.8591, 0.2526, 2.5056], [-0.1429, -2.3514, -0.1866], [6.9246, 0.4504, 1.1487], [0.3188, 2.3314, -1.3516], [5.6521, 0.3268, 0.6045], [0.0855, 1.2708, -1.4304], [5.1601, -0.9391, 0.2357], [7.1748, -1.9453, 0.9428], [-6.2246, -0.4369, -1.4860], [3.5587, 0.4656, -0.2447], [4.5182, 2.5738, 0.4283]], "lowdin_charge": [-0.11, 0.12, -0.22, -0.04, 0.00, 0.12, 0.11, -0.09, 0.10, 0.12, 0.12, -0.09, 0.11, -0.16, -0.19, 0.10, -0.06, 0.12, 0.13, 0.10, 0.08, -0.21, -0.09, 0.13, -0.04, 0.10, 0.13, 0.10, -0.07, -0.10, -0.20, 0.11, 0.10, 0.13, -0.15, -0.06, 0.13, -0.15, -0.22, 0.11, 0.12, -0.01, 0.11, -0.08, -0.13, -0.19, -0.08, 0.10, -0.09, 0.13], "orbital_gap_ev": 8.310, "smiles": "C(=C\\c1ccccc1)/CN1CCN(c2ncnc3c2oc2ccccc23)CC1", "charge": 0}

Most stable of them? <two>.